Formula: C3H10N2O2
Source: OMol25
Level of theory: ωB97M-V with the def2-TZVPD basis set

The geometry in ORCA input format:
```
! wB97M-V def2-TZVPD RIJCOSX def2/J DEFGRID3
* xyz 0 1
O -1.67 1.23 0.09
O -2.64 -0.83 0.53
N 1.76 -0.55 -0.02
N -0.38 -0.63 -0.97
C -1.88 -0.08 -0.36
C 2.25 0.80 0.11
C 0.20 -0.89 0.28
H 2.07 1.42 -0.79
H -2.47 -0.08 -1.29
H -2.52 1.60 0.37
H 1.74 1.30 0.94
H 0.18 -1.95 0.52
H 3.32 0.80 0.36
H 2.19 -1.05 -0.79
H 0.00 0.14 -1.50
H -2.15 -0.94 1.35
H 0.00 -0.30 1.17
*
```

Summary:
E_tot: -380.20632 hartree
lowest unoccupied orbital energy: 0.025 Eh
frontier orbital gap: 8.8087 eV
strongest force on any atom: 6.83 eV/Å
ΔE to the lowest compared entry with this formula, charge and spin: 81.8 kcal per mole

natural (NBO) atomic charge list, values in e, 5 entries:
1. O -0.744
2. O -0.698
3. N -0.679
4. N -0.634
5. C 0.491